1.
Here is a cluster of 9 separate species, C26H27F8NO24 in total from the OMol25 dataset. Energies are from the ωB97M-V functional and the def2-TZVPD basis.

As for the expectation value of S²: 0.757. For the energy, the calculation gives -3665.983633 hartree. Its spin multiplicity is 2. Its net charge is +1. The value obtained for the gap between HOMO and LUMO (spin up / spin down) is 10.554 / 2.498 eV. The value obtained for the lowest unoccupied orbital energy (spin up / spin down) is -0.088 / -0.384 Ha.

Geometry (Å):
H 5.11213 1.73113 4.61748
C 4.71940 3.96435 -0.05428
C -1.71851 2.09362 1.65152
O 1.71413 -0.16896 3.08339
C -2.98447 -3.64079 -3.10698
F -1.20589 4.75737 -3.82862
C -1.39198 2.58467 -2.85739
H -1.18202 -2.85440 -5.61513
H -5.43722 -2.73936 0.02326
H -2.91360 -1.32833 -0.50125
O -2.87169 3.88029 2.39475
O -2.57599 4.28911 -2.02399
H 4.13241 6.09381 0.00716
C 3.11157 2.56816 4.32801
O 3.41562 -4.16466 -1.07135
F 3.14580 3.61904 3.59921
C -3.89070 -1.16594 -0.04626
O -4.93539 0.28362 2.91018
H -1.14668 -1.16876 -3.38977
C -2.90507 2.95678 3.40455
O 2.12937 3.29866 -2.20512
O -4.36387 2.97744 -1.23202
H 1.92174 1.39765 -0.35741
O -2.03766 2.00780 3.03483
C -1.39511 -3.02969 -4.56063
H -1.73771 2.49102 -3.88686
C 1.72945 0.33206 -0.23236
H -0.50581 4.41745 -1.90418
C 1.76003 -5.11156 -2.17923
C -1.91366 -1.81466 -3.81717
O 1.99715 1.88427 3.89859
O -3.74722 -0.29616 1.01900
H -1.37146 -5.07938 1.64977
C 3.07152 -3.37029 -2.04277
F -0.57623 -3.21044 4.10871
H -0.38426 -3.27436 -4.23441
C 0.69276 -3.11198 1.33702
O -2.87404 -2.30580 -2.92023
O 3.21533 5.07324 -1.49734
H 2.99449 2.88133 5.36547
O -2.23027 -4.05547 -4.17541
H -1.90534 4.20802 0.63696
O 1.56979 -2.70246 0.65183
H 2.82423 -6.04582 -0.34924
H 4.28758 4.00071 0.94587
H -2.11568 -2.97160 2.76558
H 0.86827 -4.90589 -1.58714
H -4.55037 -0.70630 -0.78224
C -3.21381 3.11902 -1.63344
C 4.25555 1.72886 3.94341
O 0.61264 -4.31404 1.85387
H -0.39868 2.15937 -2.71396
O 3.42598 -2.24777 -2.06564
O -0.30404 -2.39532 1.89714
C 0.43659 0.10640 -0.79943
H 1.47475 -6.00737 -2.73080
H -0.90900 4.16700 2.00934
H 4.56758 1.93505 2.91958
C 3.02407 -5.49824 -1.27029
C 4.36553 5.30866 -0.71207
F 5.42682 5.70351 -1.49505
O 2.23497 -3.95257 -2.84468
F 4.12114 -6.07580 -1.90418
O 3.67944 0.44001 3.98418
O -3.77472 -4.32424 -2.47911
C -1.77575 3.66862 1.57523
H 2.38560 -0.16476 -0.94702
H -0.67402 -5.13206 3.24007
H 5.77953 3.83967 0.16637
H -2.28177 1.52661 0.91035
O 3.97786 3.03970 -0.90066
O -2.28655 2.06262 -1.82280
H 1.90083 -0.14665 0.73178
C -1.29248 4.10215 -2.58963
F -2.60774 -1.07108 -4.67383
O -5.39841 -1.54631 1.67799
C 2.98722 3.78387 -1.57904
C -0.68770 -4.55368 2.31627
F -3.90630 -3.12361 1.23788
C -4.70665 -2.23287 0.65402
C -1.04460 -3.15119 2.85850
C 2.36991 0.63726 3.63230
C -4.70543 -0.48406 1.99186
O -3.56147 2.92799 4.45155
F -0.47171 1.79250 1.39482
N -0.57042 -0.19569 -1.25921

***

2.
Here is an isolated molecule of C26H27FN4O4 from the OMol25 dataset. Energies are from the ωB97M-V functional and the def2-TZVPD basis.

As for the SMILES: O=C(NCC(=O)N(c1ccc(F)cc1)[C@H](C(=O)NC1CCCCC1)c1cccnc1)c1ccco1. For the energy, the calculation gives -1626.875538 hartree. For the energy above the lowest of the compared OMol25 structures with the same formula, charge and spin, the calculation gives 34.3 kcal/mol. Its spin multiplicity is 1. Its net charge is 0. The value obtained for the gap between HOMO and LUMO is 9.347 eV. The value obtained for the lowest unoccupied orbital energy is 0.021 Ha.

Geometry (Å):
H -0.13849 -0.09263 1.29933
O 2.12539 0.38646 1.12968
C -2.70688 -3.33849 1.97006
C -0.63530 -1.26802 -2.63516
H 5.00874 -2.31203 2.41793
C 5.69074 -2.37130 1.56736
C 0.05439 4.02002 1.78440
H -5.15111 -2.34304 0.06258
C -4.05080 -3.17044 1.82136
H 4.53724 -3.91443 0.59357
H -1.45820 -0.80553 -3.19125
C 2.27385 0.68575 -0.04066
C -1.05181 0.25460 0.84128
C -2.21731 0.33395 1.57784
C -3.36653 0.79624 0.96084
C 1.23824 1.51624 -0.82996
C 4.36587 -0.59714 -0.35627
H 6.96050 -1.04336 0.44686
C -0.01281 3.66564 -0.88986
N -0.61593 4.72393 -0.38750
H -0.14368 -1.99669 -3.29032
C -4.23208 -2.61869 0.53578
H 5.07158 -0.67360 -1.19086
C -1.04985 0.63470 -0.49702
H -0.62167 -2.31841 -0.79692
H 3.09323 -1.90282 0.77320
C 6.23499 -0.97917 1.26166
C -2.20684 1.12491 -1.09023
N 0.16359 0.59167 -1.23492
H -4.81244 -3.40542 2.53547
H 3.28858 -2.37720 -0.92278
F -4.50628 0.86024 1.67768
C 5.10177 -0.03921 0.86253
C -2.56894 -1.91481 -1.29062
C 0.41605 -0.22341 -2.28139
H 4.39587 0.05951 1.68691
H -2.24535 0.04006 2.61512
H -4.28961 1.56242 -0.80711
H 5.49404 0.95254 0.62799
O -3.35966 -1.45263 -2.09057
O -2.04811 -2.93459 0.87552
H 0.06358 4.20061 2.84790
H 5.63622 -3.04156 -0.47707
H 1.18189 2.19621 1.89344
H -0.05833 3.57157 -1.96821
O 1.45987 -0.15226 -2.91073
H 3.20198 0.40466 -1.80198
N -1.22603 -1.91236 -1.49365
C 3.81053 -1.98965 -0.04428
H 1.70751 1.86282 -1.76031
H -2.19386 1.44069 -2.12123
N 3.31312 0.30952 -0.80113
C 4.94278 -2.92814 0.35982
H -2.11891 -3.72465 2.77959
C 0.67850 2.90256 1.25276
C -0.58656 4.89560 0.92371
C 0.64786 2.70748 -0.12179
H -1.09718 5.77604 1.29035
H 6.74999 -0.57985 2.13714
C -3.37836 1.20029 -0.36100
C -2.97913 -2.49238 -0.00660
H 6.50984 -3.04042 1.83805

***

3.
Here is a structure of composition C26H27FeN3O5S from the OMol25 dataset. Energies are from the ωB97M-V functional and the def2-TZVPD basis.

As for the expectation value of S²: 0.810. For the energy, the calculation gives -3209.189910 hartree. For the energy above the lowest of the compared OMol25 structures with the same formula, charge and spin, the calculation gives 0.0 kcal/mol. Its spin multiplicity is 2. Its net charge is +1. The value obtained for the gap between HOMO and LUMO (spin up / spin down) is 7.884 / 8.092 eV. The value obtained for the lowest unoccupied orbital energy (spin up / spin down) is -0.122 / -0.116 Ha.

Geometry (Å):
O -0.91222 -3.17449 2.14794
H -2.39923 -4.93322 -3.36255
H 4.48446 -3.35887 -1.32179
C -0.29781 2.22096 -0.04345
C -1.53624 -2.03655 -1.87045
O 1.13511 -1.31025 2.08168
C -2.15855 -2.89053 -2.77341
Fe 0.07183 -1.21521 0.30592
C -0.69715 -2.52979 -0.86602
C -2.45440 -1.31990 1.65999
C 1.02961 3.90785 1.82974
H 1.85188 3.35201 1.37295
O 0.78897 -0.84505 4.22157
C 3.93079 -1.71777 -2.57542
H 1.79175 4.91535 -0.61990
H 1.55472 6.22694 0.54327
H 0.45243 6.04876 -0.82099
H 1.46845 4.66525 2.47963
C 1.95116 -0.60875 -1.88601
C -1.45839 4.03851 -1.09753
C -0.96838 1.35192 -0.90204
H 3.27026 -3.94737 0.53973
C 3.78035 -2.56054 -1.51256
H -2.91759 -3.14136 2.70220
C -0.89946 5.43750 1.50681
H 0.38482 1.81609 0.69124
C -1.87543 1.82675 -1.84411
O -3.54904 -0.82281 1.72565
N -0.83277 -0.02672 -0.94070
H 1.91298 -3.08574 1.13521
C -1.92388 -4.25137 -2.67094
H 1.22054 0.17205 -2.00742
C 2.98515 -0.70410 -2.76989
H -1.65124 5.09985 -1.17531
H -1.57149 4.80887 2.09335
C 2.68223 -2.40791 -0.64207
C 0.15307 4.59014 0.77867
H 4.77002 -1.83200 -3.24823
C 0.53457 -1.52583 3.13576
C 1.03960 5.49834 -0.08509
H -0.89730 -5.81017 -1.62032
H -1.23952 -2.29591 4.01385
C -0.45695 -3.88971 -0.77676
C -2.12777 3.19188 -1.95195
H 0.44725 3.22811 2.45616
N 2.51990 -3.30394 0.36333
H 0.18584 -4.29451 -0.00652
H -2.83125 3.57771 -2.67689
H 0.10779 -3.42962 3.89704
H -2.81327 -2.50200 -3.54407
C -0.54154 3.57768 -0.12864
H -1.50295 6.02482 0.81507
S -2.56479 0.50186 -2.73926
H 1.45719 -0.16379 4.03767
C -2.27570 -2.82315 1.87920
N 1.77135 -1.43274 -0.81731
C -1.61157 -0.58814 -1.83043
H -2.56347 -3.37097 0.98437
H -0.40604 6.13567 2.18472
C -1.07637 -4.74454 -1.68478
O -1.33431 -0.66269 1.46313
C -0.44342 -2.65219 3.35574
H 3.05544 -0.00466 -3.58881

***

4.
Here is a structure of composition C26H27FeN3O5S from the OMol25 dataset. Energies are from the ωB97M-V functional and the def2-TZVPD basis.

As for the expectation value of S²: 0.756. For the energy, the calculation gives -3208.958834 hartree. For the energy above the lowest of the compared OMol25 structures with the same formula, charge and spin, the calculation gives 145.0 kcal/mol. Its spin multiplicity is 2. Its net charge is +1. The value obtained for the gap between HOMO and LUMO (spin up / spin down) is 6.945 / 6.440 eV. The value obtained for the lowest unoccupied orbital energy (spin up / spin down) is -0.103 / -0.104 Ha.

Geometry (Å):
C 0.57495 -4.33388 1.43811
H 3.51495 -3.61251 -1.52557
C -2.25773 -5.46571 0.46980
H -2.77481 -2.74821 -1.20138
H 1.20412 6.68499 -1.59098
H 0.47797 5.16854 -2.13710
H -2.81298 3.39051 1.48235
H 1.43139 -4.88105 -1.26136
C -0.09022 -4.13904 0.09460
C -1.81435 3.16774 1.13170
O 1.76945 -2.94445 -0.61051
H -0.40515 6.22894 -1.03429
C -1.48447 -2.29858 1.54303
H 3.22912 5.53641 -0.76043
C -0.08341 1.59571 0.62907
H 2.80247 -2.14714 -2.23005
H -1.40758 0.60615 -2.95514
C 0.88132 -3.95388 -1.06801
H 0.39364 6.52038 1.37380
H 2.00911 6.92887 0.80752
H -3.51328 0.10682 -1.52456
C 0.33604 3.95513 0.31867
C -3.02743 -4.42621 0.14367
H -0.38581 -6.33274 -0.14412
C 0.58280 5.84206 -1.28448
C 2.62834 4.66612 -0.49571
H 1.76852 2.38161 -0.04008
H -4.10355 -4.56109 0.14394
H 0.36979 -3.64604 -1.98642
H -3.66070 -2.42204 1.62567
C 3.81384 -1.83449 -0.37617
C -2.52794 -3.04512 -0.18243
C -0.53842 -0.50855 0.04016
N -0.48836 -1.78069 0.62864
C 2.96465 -2.69504 -1.29361
C -1.46188 -0.14469 -1.06736
C -2.76517 -0.18069 -0.79746
C -0.96952 4.19500 0.75406
C -1.07442 -3.02921 0.27270
C -2.87893 -2.03348 0.97526
H 0.06712 0.58221 -2.17206
Fe 1.39150 -1.50251 1.23533
N 0.34087 0.24615 0.59359
O 5.03702 -1.67276 -0.85141
C -1.39804 1.83909 1.08512
C 0.76500 2.63427 0.27264
O -0.07746 -5.46876 1.74297
C -3.19017 -0.55464 0.58568
H 1.78682 5.60713 1.95989
C 1.35709 6.09986 1.08650
H 2.60466 4.00833 -1.36714
C 1.22712 5.12273 -0.09040
C -0.76438 -5.47576 0.41099
H -4.26473 -0.41043 0.67236
N -0.83190 0.13279 -2.27364
O 3.43024 -1.33324 0.65818
O 1.33685 -3.67789 2.09334
H -1.33648 5.21094 0.81240
H -2.72627 -6.40610 0.73227
H -1.19391 -2.46376 2.57007
H 5.54207 -1.10771 -0.24334
H 3.13758 4.14913 0.31975
S -2.46696 0.63043 1.86139